DFT (ωB97M-V/def2-TZVPD) results for a structure of composition C53H45BFeN6SeSi.

```
! RIJCOSX wB97M-V def2-TZVPD def2/J DEFGRID3
* xyz -1 2
Fe -0.33 -0.02 0.55
C 3.93 -3.32 6.08
C 3.59 -3.94 4.89
C 2.80 -3.29 3.96
C 2.33 -2.00 4.21
C 2.68 -1.37 5.40
C 3.47 -2.03 6.33
C 1.49 -1.30 3.20
C 2.08 -0.37 2.36
C 3.47 0.00 2.42
C 3.63 1.04 1.56
C 2.33 1.33 1.03
N 1.42 0.41 1.46
C 2.01 2.53 0.40
C 0.71 2.98 0.26
C 0.36 4.28 -0.27
C -0.97 4.27 -0.47
C -1.42 2.95 -0.11
C -2.64 2.41 -0.53
C -3.55 3.28 -1.32
C -4.79 3.68 -0.82
C -5.64 4.48 -1.57
C -5.25 4.89 -2.84
C -4.03 4.49 -3.35
C -3.18 3.69 -2.60
C -3.01 1.09 -0.32
N -2.32 0.16 0.42
C -3.15 -0.92 0.53
C -2.96 -1.94 1.46
C -3.95 -3.03 1.58
C -5.28 -2.78 1.90
C -6.19 -3.83 2.02
C -5.78 -5.13 1.82
C -4.45 -5.40 1.51
C -3.54 -4.35 1.39
C -1.85 -1.95 2.32
C -1.72 -2.84 3.43
C -0.48 -2.63 3.95
C 0.14 -1.62 3.14
N -0.74 -1.16 2.20
C -4.32 -0.73 -0.28
C -4.24 0.51 -0.79
N -0.42 2.23 0.45
C 3.11 3.38 -0.12
C 3.92 4.15 0.71
C 4.94 4.93 0.18
C 5.17 4.94 -1.19
C 4.37 4.18 -2.02
C 3.34 3.40 -1.50
H 4.55 -3.83 6.81
H 3.94 -4.95 4.69
H 2.53 -3.77 3.03
H 2.33 -0.37 5.59
H 3.74 -1.53 7.26
H 4.21 -0.47 3.05
H 4.52 1.60 1.34
H 1.07 5.07 -0.48
H -1.59 5.06 -0.87
H -5.08 3.36 0.18
H -6.59 4.79 -1.16
H -5.91 5.52 -3.43
H -3.73 4.80 -4.35
H -2.24 3.35 -3.01
H -5.60 -1.76 2.07
H -7.22 -3.61 2.27
H -6.49 -5.95 1.91
H -4.12 -6.41 1.35
H -2.51 -4.54 1.13
H -2.46 -3.54 3.77
H -0.02 -3.12 4.79
H -5.11 -1.46 -0.41
H -4.95 1.01 -1.43
H 3.73 4.14 1.78
H 5.56 5.53 0.84
H 5.97 5.54 -1.60
H 4.54 4.18 -3.09
H 2.70 2.82 -2.15
B 0.34 1.90 -3.73
C 0.20 1.13 -2.34
N 0.08 0.56 -1.35
H 0.80 2.99 -3.50
H 1.06 1.25 -4.46
H -0.78 1.98 -4.19
C 0.48 -3.35 -3.47
Si -0.83 -2.68 -2.29
C -2.09 -4.05 -1.99
C -1.78 -1.31 -3.15
Se 0.20 -2.28 -0.30
H 0.02 -3.81 -4.35
H 1.09 -4.10 -2.97
H 1.14 -2.55 -3.80
H -2.53 -4.40 -2.93
H -2.89 -3.68 -1.35
H -1.63 -4.91 -1.49
H -2.33 -1.78 -3.98
H -1.15 -0.53 -3.57
H -2.50 -0.84 -2.49
C 5.69 0.38 -2.86
C 4.45 0.33 -3.47
C 3.39 -0.22 -2.76
N 3.49 -0.68 -1.52
C 4.69 -0.63 -0.95
C 5.82 -0.11 -1.58
H 6.54 0.81 -3.38
H 4.28 0.71 -4.47
H 2.40 -0.24 -3.20
H 4.76 -1.02 0.06
H 6.77 -0.09 -1.05
*
```

## Properties
Frontier orbital gap (spin up / spin down) (eV): 5.8 / 5.6
Lowest unoccupied orbital energy (spin up / spin down) (eV): 1.44 / 1.41
E_tot (hartree): -6354.847141
Largest force on an atom (hartree/bohr): 0.0098